Record 1
The following is a quantum chemistry calculation of a molecular structure, C37H77BBr2I2N7O, from OMol25.

Last column: Löwdin charge in e.
Cartesian coordinates (Å):
C -4.10 -2.32 3.81  -0.15
C -3.85 -3.73 2.96  -0.24
C -2.72 -3.49 1.77  -0.22
C -3.47 -3.64 0.31  -0.23
C -4.53 -2.40 0.08  -0.19
C -3.79 -1.27 -0.89  -0.20
C -3.56 0.18 -0.12  -0.20
C -4.19 1.33 -1.09  -0.21
C -3.14 2.04 -2.12  -0.20
C -1.70 1.27 -2.31  -0.22
C -0.63 1.99 -1.31  -0.21
C 0.82 1.21 -1.17  -0.15
C 1.53 1.43 0.29  -0.25
C 1.95 0.01 1.01  -0.10
N 3.25 -0.57 0.57  -0.13
N 4.00 -1.18 1.53  0.01
C 4.57 -0.35 2.45  -0.20
C 6.00 0.50 2.24  -0.07
C 3.90 -0.14 3.97  -0.07
C 3.99 0.21 -0.46  -0.06
N 4.68 -0.53 -1.44  -0.04
C 5.53 0.07 -2.54  -0.18
C 7.15 -0.02 -2.29  -0.64
C 7.63 0.17 -0.73  -0.17
Br 7.95 -1.69 -3.16  0.57
C 4.63 -2.08 -1.49  -0.66
I 5.96 -3.41 -0.37  0.80
C 3.61 -2.71 -2.40  -0.64
C 2.55 -1.91 -3.36  -0.14
I 3.54 -4.94 -2.51  0.74
N 4.04 1.75 -0.52  0.08
C 2.88 2.36 0.27  -0.61
Br 3.45 2.98 2.13  0.78
B 2.43 3.79 -0.49  -0.52
N 1.09 4.47 -0.11  0.12
O 3.26 4.50 -1.48  0.04
H -4.82 -1.60 3.24  0.06
H -4.61 -2.61 4.83  0.08
H -3.11 -1.73 4.04  0.06
H -3.50 -4.61 3.66  0.11
H -4.89 -3.96 2.44  0.11
H -2.25 -2.42 1.80  0.10
H -1.86 -4.28 1.88  0.11
H -4.04 -4.68 0.23  0.12
H -2.64 -3.66 -0.51  0.10
H -4.94 -1.93 1.08  0.09
H -5.46 -2.85 -0.51  0.12
H -4.54 -1.11 -1.80  0.11
H -2.79 -1.66 -1.35  0.09
H -2.45 0.37 0.22  0.10
H -4.23 0.15 0.86  0.11
H -5.12 0.99 -1.73  0.11
H -4.61 2.19 -0.37  0.11
H -2.88 3.11 -1.65  0.12
H -3.66 2.28 -3.15  0.10
H -1.34 1.52 -3.42  0.12
H -1.75 0.10 -2.24  0.09
H -1.16 2.06 -0.24  0.12
H -0.43 3.08 -1.76  0.12
H 0.55 0.05 -1.26  0.11
H 1.55 1.41 -2.10  0.14
H 0.71 1.93 0.99  0.15
H 1.09 -0.77 0.69  0.15
H 1.81 0.17 2.16  0.12
H 6.20 1.23 3.16  0.10
H 6.91 -0.24 2.13  0.09
H 5.91 1.22 1.29  0.05
H 4.62 -0.70 4.71  0.10
H 3.85 1.01 4.28  0.07
H 2.85 -0.66 3.98  0.07
H 5.31 -0.59 -3.51  0.12
H 5.28 1.17 -2.83  0.14
H 7.63 0.88 -2.90  0.12
H 7.40 1.26 -0.34  0.09
H 7.25 -0.65 0.01  0.01
H 8.82 0.08 -0.74  0.10
H 2.16 -2.68 -4.18  0.09
H 1.67 -1.39 -2.79  0.07
H 3.19 -1.10 -3.96  0.09
H 3.74 1.95 -1.52  0.11
H 0.78 4.11 0.84  0.08
H 1.36 5.48 0.09  0.10
H 4.14 4.79 -1.10  0.13
C -3.00 2.17 -9.52  -0.09
C -2.89 1.45 -8.18  -0.27
N -4.07 1.57 -7.33  -0.19
C -3.85 1.07 -5.97  -0.26
C -3.57 -0.42 -5.80  -0.09
C -5.35 1.19 -7.93  -0.25
C -5.48 -0.25 -8.43  -0.09
H -3.18 3.24 -9.38  0.08
H -2.06 2.06 -10.08  0.07
H -3.79 1.76 -10.15  0.07
H -2.02 1.88 -7.66  0.12
H -2.64 0.40 -8.38  0.09
H -4.70 1.34 -5.33  0.11
H -3.00 1.62 -5.54  0.09
H -4.49 -1.01 -5.89  0.06
H -3.18 -0.61 -4.80  0.06
H -2.84 -0.80 -6.52  0.07
H -5.56 1.86 -8.76  0.10
H -6.16 1.39 -7.22  0.12
H -4.59 -0.59 -8.96  0.07
H -6.32 -0.31 -9.13  0.08
H -5.70 -0.94 -7.62  0.05
C 2.02 -0.31 9.76  -0.09
C 1.62 -0.25 8.29  -0.27
N 0.54 -1.17 7.92  -0.19
C 0.34 -1.26 6.47  -0.25
C -0.13 -0.01 5.74  -0.10
C -0.69 -1.08 8.70  -0.25
C -1.42 0.26 8.72  -0.09
H 2.34 -1.32 10.05  0.08
H 2.85 0.37 9.95  0.07
H 1.20 0.00 10.42  0.07
H 2.52 -0.51 7.71  0.11
H 1.37 0.78 8.04  0.09
H -0.35 -2.08 6.25  0.11
H 1.29 -1.58 6.01  0.10
H -1.20 0.17 5.90  0.05
H 0.01 -0.14 4.66  0.06
H 0.42 0.88 6.03  0.06
H -0.46 -1.35 9.74  0.10
H -1.39 -1.86 8.38  0.12
H -0.73 1.11 8.81  0.07
H -2.10 0.30 9.57  0.08
H -2.02 0.40 7.82  0.05

Computed properties:
Molar mass: 1060.50 g mol⁻¹
HOMO-LUMO gap: 5.765 eV
E_LUMO: -3.7433 eV
Net charge: +1
HOMO level: -9.508 eV



Record 2
The following is a quantum chemistry calculation of 10 unconnected molecules or ions with the total composition C37H78F18N3O21PS6, from OMol25.

Last column: Löwdin charge in e.
Cartesian coordinates (Å):
C 3.15 1.63 0.86  0.05
N 2.36 0.87 -0.21  -0.35
C 2.03 1.79 -1.34  0.01
C 3.13 -0.32 -0.69  -0.01
C 0.92 0.45 0.39  -0.04
C 0.94 -0.59 1.58  -0.22
O -0.37 -1.13 1.58  -0.05
H 2.44 2.40 1.16  0.11
H 4.14 1.94 0.53  0.12
H 3.22 0.92 1.68  0.10
H 1.67 2.71 -0.87  0.11
H 1.26 1.40 -2.01  0.12
H 3.02 2.03 -1.72  0.11
H 3.46 -1.02 0.07  0.11
H 4.01 -0.09 -1.29  0.11
H 2.55 -0.92 -1.39  0.11
H 0.47 -0.13 -0.42  0.13
H 0.32 1.31 0.68  0.14
H 1.16 -0.09 2.52  0.12
H 1.69 -1.37 1.43  0.12
H -0.38 -2.04 1.89  0.10
C 4.28 -6.40 7.04  0.00
N 5.58 -6.13 6.27  -0.28
C 5.69 -7.24 5.18  0.01
C 5.35 -4.75 5.52  0.05
C 6.90 -6.13 7.14  -0.06
C 7.41 -7.46 7.52  -0.27
O 6.44 -8.21 8.20  -0.04
H 4.26 -5.54 7.71  0.10
H 4.20 -7.39 7.49  0.10
H 3.37 -6.26 6.46  0.11
H 6.63 -7.19 4.64  0.11
H 4.93 -7.03 4.42  0.10
H 5.46 -8.22 5.59  0.10
H 4.88 -3.94 6.07  0.12
H 4.82 -4.95 4.59  0.10
H 6.35 -4.65 5.10  0.11
H 6.67 -5.59 8.06  0.14
H 7.59 -5.57 6.50  0.14
H 8.35 -7.35 8.07  0.14
H 7.72 -8.02 6.63  0.12
H 6.95 -8.91 8.62  0.10
C 2.39 -1.45 -6.58  0.00
N 2.86 -2.10 -7.86  -0.31
C 2.95 -3.66 -7.58  0.04
C 1.82 -1.91 -9.02  0.04
C 4.29 -1.61 -8.30  -0.03
C 4.26 -0.04 -8.57  -0.21
O 4.19 0.70 -7.37  -0.07
H 1.58 -2.08 -6.22  0.11
H 2.05 -0.48 -6.94  0.10
H 3.09 -1.29 -5.76  0.12
H 3.67 -3.79 -6.77  0.11
H 3.41 -3.95 -8.52  0.09
H 2.00 -4.19 -7.46  0.11
H 0.84 -1.76 -8.58  0.11
H 1.69 -2.82 -9.61  0.10
H 2.00 -0.97 -9.56  0.09
H 4.45 -2.15 -9.23  0.13
H 5.04 -1.86 -7.55  0.14
H 3.52 0.38 -9.26  0.11
H 5.23 0.30 -8.93  0.12
H 4.54 1.59 -7.49  0.10
C -4.06 1.65 4.25  -0.08
C -5.44 2.06 3.63  -0.25
C -5.48 2.45 2.14  -0.22
C -6.95 2.91 1.73  -0.23
P -7.15 3.17 -0.08  1.02
C -6.05 4.52 -0.67  -0.21
C -6.51 5.92 -0.08  -0.27
C -5.67 7.15 -0.41  -0.20
C -5.95 7.49 -1.97  -0.08
C -6.69 1.64 -1.02  -0.28
C -7.48 0.35 -1.00  -0.25
C -7.19 -0.78 -2.02  -0.23
C -7.84 -2.16 -1.71  -0.10
C -8.92 3.23 -0.53  -0.25
C -9.05 3.47 -2.13  -0.19
C -10.53 3.79 -2.57  -0.27
C -10.58 4.36 -3.93  -0.13
H -4.02 1.69 5.34  0.07
H -3.34 2.37 3.84  0.07
H -3.66 0.69 3.94  0.07
H -5.82 2.96 4.11  0.10
H -6.06 1.18 3.79  0.11
H -5.24 1.53 1.61  0.10
H -4.70 3.14 1.82  0.11
H -7.28 3.79 2.27  0.09
H -7.73 2.14 1.78  0.09
H -6.13 4.61 -1.75  0.09
H -5.15 4.17 -0.15  0.09
H -6.52 5.85 1.00  0.10
H -7.55 6.01 -0.38  0.09
H -4.67 6.87 -0.10  0.12
H -6.02 8.00 0.17  0.10
H -5.21 8.21 -2.32  0.07
H -6.90 7.90 -2.30  0.06
H -5.96 6.62 -2.63  0.05
H -5.71 1.44 -0.59  0.09
H -6.48 1.75 -2.09  0.11
H -8.54 0.59 -0.96  0.09
H -7.20 0.00 0.00  0.11
H -6.15 -1.08 -2.13  0.11
H -7.48 -0.50 -3.04  0.11
H -7.66 -2.71 -2.64  0.07
H -8.93 -2.09 -1.77  0.06
H -7.52 -2.69 -0.82  0.08
H -9.28 4.15 -0.07  0.08
H -9.48 2.33 -0.27  0.09
H -8.50 2.80 -2.80  0.11
H -8.57 4.44 -2.21  0.08
H -10.85 4.61 -1.91  0.10
H -11.18 2.94 -2.38  0.11
H -10.41 3.58 -4.67  0.08
H -9.96 5.24 -4.11  0.09
H -11.60 4.67 -4.17  0.08
C 4.12 -7.00 -2.40  -0.63
F 3.66 -7.92 -1.58  0.11
F 4.82 -7.66 -3.35  0.09
F 3.07 -6.30 -2.87  0.09
S 5.36 -5.88 -1.31  0.47
O 4.56 -5.31 -0.24  -0.37
O 6.36 -6.82 -0.82  -0.36
O 5.85 -4.95 -2.35  -0.40
C 5.32 2.50 7.63  -0.52
F 4.17 3.14 7.99  0.06
F 5.15 1.09 7.81  0.01
F 5.61 2.86 6.34  0.08
S 6.72 3.26 8.76  0.47
O 7.97 2.75 8.16  -0.36
O 6.49 4.68 8.62  -0.35
O 6.47 2.67 10.09  -0.39
C -1.53 -8.67 1.90  -0.60
F -0.51 -8.35 1.04  0.08
F -2.18 -9.81 1.60  0.10
F -0.89 -8.78 3.11  0.06
S -2.82 -7.32 2.13  0.47
O -2.11 -6.14 2.70  -0.39
O -3.37 -7.09 0.82  -0.35
O -3.73 -7.97 3.09  -0.37
C 1.77 9.42 -0.29  -0.66
F 2.71 10.31 -0.42  0.13
F 0.80 10.04 0.41  0.10
F 1.36 8.96 -1.48  0.10
S 2.49 7.85 0.73  0.48
O 3.33 7.06 -0.22  -0.40
O 3.24 8.44 1.77  -0.34
O 1.28 7.15 1.29  -0.42
C -1.45 4.15 -6.58  -0.64
F -0.21 3.58 -6.59  0.07
F -1.50 5.33 -5.95  0.12
F -1.92 4.29 -7.80  0.14
S -2.48 2.81 -5.63  0.49
O -1.94 1.53 -6.02  -0.38
O -2.54 2.91 -4.15  -0.39
O -3.87 2.92 -6.21  -0.42
C 8.96 0.12 3.36  -0.63
F 8.99 1.46 3.32  0.12
F 8.10 -0.19 4.35  0.09
F 8.49 -0.31 2.18  0.09
S 10.69 -0.62 3.85  0.50
O 11.69 -0.20 2.87  -0.37
O 10.95 -0.02 5.20  -0.39
O 10.59 -2.09 4.03  -0.41

Computed properties:
Molar mass: 1466.37 g mol⁻¹
HOMO-LUMO gap: 5.020 eV
E_LUMO: 1.1443 eV
Net charge: -2
HOMO level: -3.876 eV